{
  "formula": "C3H7ClN2Si",
  "method": "ωB97M-V with the def2-TZVPD basis set",
  "elements": ["C", "C", "C", "N", "N", "Si", "Cl", "H", "H", "H", "H", "H", "H", "H"],
  "positions_angstrom": [[-1.281, -1.304, 0.394], [-1.042, -1.084, -1.070], [0.914, 1.910, 0.882], [-0.493, -0.803, 1.238], [0.117, -0.235, -1.133], [0.786, 0.080, 0.426], [2.589, -0.794, 0.746], [-2.130, -1.896, 0.712], [-0.888, -2.052, -1.564], [-1.922, -0.609, -1.525], [1.677, 2.398, 0.285], [-0.024, 2.433, 0.727], [1.192, 2.021, 1.924], [0.505, -0.064, -2.042]],
  "mulliken_charge": [-0.02, -0.33, -0.92, -0.54, -0.22, 0.32, -0.27, 0.37, 0.29, 0.27, 0.28, 0.29, 0.28, 0.21],
  "lumo_ev": 0.8,
  "homo_ha": -0.347,
  "e_above_lowest_kj_mol": 0.0,
  "spin_multiplicity": 1,
  "e_tot_ev": -26607.670
}

{
  "formula": "C3H7ClNO3P",
  "method": "ωB97M-V with the def2-TZVPD basis set",
  "elements": ["C", "C", "C", "N", "O", "O", "O", "P", "Cl", "H", "H", "H", "H", "H", "H", "H"],
  "positions_angstrom": [[-1.160, -0.326, -0.801], [0.609, 0.031, 1.333], [1.732, -0.778, -1.176], [1.501, -1.587, -2.350], [0.330, -1.868, -2.667], [2.468, -1.769, -3.079], [0.142, -2.510, 0.324], [0.232, -1.127, -0.082], [3.270, -1.011, -0.629], [-0.843, 0.543, -1.287], [-1.736, -0.991, -1.510], [-1.680, -0.029, 0.053], [-0.410, 0.526, 1.346], [0.954, -0.313, 2.442], [1.319, 0.669, 0.808], [1.516, 1.042, -2.034]],
  "mulliken_charge": [-1.15, -0.97, -0.26, 0.94, -0.56, -0.56, -0.71, 1.04, -0.05, 0.38, 0.29, 0.52, 0.27, 0.26, 0.37, 0.20],
  "lumo_ev": [-2.0, -2.5],
  "homo_ha": [-0.374, -0.381],
  "e_above_lowest_kj_mol": 381.4,
  "spin_multiplicity": 1,
  "e_tot_ev": -32661.593
}

{
  "formula": "C3H7ClO2P",
  "method": "ωB97M-V with the def2-TZVPD basis set",
  "elements": ["C", "C", "C", "O", "O", "P", "Cl", "H", "H", "H", "H", "H", "H", "H"],
  "positions_angstrom": [[0.998, -0.678, -1.073], [0.383, -2.705, 0.174], [0.999, -1.586, 0.028], [-1.416, 1.556, 0.567], [-2.541, 3.558, -0.353], [-1.231, 3.132, 0.059], [-1.049, 3.965, 1.996], [0.400, -0.880, -1.992], [0.645, 0.256, -0.683], [2.116, -0.684, -1.376], [0.306, -3.120, 1.165], [-0.395, -3.054, -0.477], [-0.746, 1.327, 1.102], [1.531, -1.088, 0.864]],
  "mulliken_charge": [-0.73, -0.65, -0.02, -0.33, -0.50, -0.03, -0.40, 0.29, 0.12, 0.22, 0.25, 0.28, 0.25, 0.26],
  "total_charge": -1,
  "lumo_ev": 3.4,
  "homo_ha": -0.125,
  "e_above_lowest_kj_mol": 204.9,
  "spin_multiplicity": 1,
  "e_tot_ev": -29132.883
}

{
  "formula": "C3H7ClOSi",
  "method": "ωB97M-V with the def2-TZVPD basis set",
  "elements": ["C", "C", "O", "C", "Si", "Cl", "H", "H", "H", "H", "H", "H", "H"],
  "positions_angstrom": [[-0.631, 1.195, 0.971], [0.408, 1.298, -0.191], [0.456, 2.218, -0.950], [1.291, 0.170, -0.141], [0.586, -1.451, -0.966], [2.874, 0.700, -1.264], [-0.101, 1.480, 1.825], [-1.007, 0.245, 1.034], [-1.353, 1.819, 0.683], [1.836, 0.236, 0.879], [1.209, -1.381, -2.196], [-0.835, -1.133, -1.072], [1.014, -2.533, -0.036]],
  "mulliken_charge": [-1.34, 0.46, -0.51, -0.21, 0.49, -0.23, 0.38, 0.44, 0.38, 0.41, -0.10, -0.09, -0.07],
  "lumo_ev": 0.6,
  "homo_ha": -0.364,
  "e_above_lowest_kj_mol": 383.0,
  "spin_multiplicity": 1,
  "e_tot_ev": -25670.171
}

{
  "formula": "C3H7CsNO",
  "method": "ωB97M-V with the def2-TZVPD basis set",
  "elements": ["Cs", "C", "C", "O", "N", "C", "H", "H", "H", "H", "H", "H", "H"],
  "positions_angstrom": [[-10.148, -3.666, 8.994], [-15.984, -4.050, 10.638], [-14.781, -4.638, 9.938], [-14.090, -5.481, 10.484], [-14.697, -4.195, 8.701], [-13.767, -4.638, 7.705], [-16.085, -3.039, 10.244], [-15.605, -3.957, 11.656], [-16.891, -4.648, 10.725], [-15.464, -3.646, 8.339], [-13.635, -5.720, 7.667], [-12.794, -4.191, 7.911], [-14.048, -4.291, 6.711]],
  "mulliken_charge": [0.07, -0.95, 0.68, -0.64, -0.17, -0.71, 0.33, 0.27, 0.24, 0.25, 0.31, -0.04, 0.36],
  "lumo_ev": [0.1, 0.2],
  "homo_ha": [-0.127, -0.366],
  "e_above_lowest_kj_mol": 0.0,
  "spin_multiplicity": 2,
  "e_tot_ev": -7308.170
}

{
  "formula": "C3H7CsNO",
  "method": "ωB97M-V with the def2-TZVPD basis set",
  "elements": ["Cs", "C", "C", "O", "N", "C", "H", "H", "H", "H", "H", "H", "H"],
  "positions_angstrom": [[25.498, 16.219, 0.507], [25.904, 12.451, 0.652], [24.902, 11.306, 0.781], [25.305, 10.226, 1.156], [23.620, 11.565, 0.400], [22.532, 10.631, 0.588], [25.512, 13.395, 0.249], [26.676, 12.155, -0.057], [26.356, 12.691, 1.612], [23.408, 12.539, 0.283], [21.827, 10.767, -0.237], [22.035, 10.734, 1.549], [22.861, 9.603, 0.461]],
  "mulliken_charge": [1.03, -0.41, 0.60, -0.57, -0.19, -0.86, -0.37, 0.29, 0.36, 0.19, 0.33, 0.29, 0.31],
  "total_charge": 1,
  "lumo_ev": -4.2,
  "homo_ha": -0.459,
  "e_above_lowest_kj_mol": 121.5,
  "spin_multiplicity": 1,
  "e_tot_ev": -7304.576
}

{
  "formula": "C3H7F2N2",
  "method": "ωB97M-V with the def2-TZVPD basis set",
  "elements": ["C", "C", "C", "N", "N", "F", "F", "H", "H", "H", "H", "H", "H", "H"],
  "positions_angstrom": [[-1.204, -0.446, -0.062], [0.148, -1.096, -0.359], [0.209, 1.149, 0.641], [-0.962, 0.961, -0.018], [1.108, 0.049, -0.003], [1.831, 0.423, -1.092], [2.015, -0.370, 0.924], [-1.802, -0.641, -0.863], [-1.614, -0.921, 0.842], [0.407, -1.975, 0.168], [0.309, -1.488, -1.371], [0.667, 2.193, 0.564], [-0.022, 0.882, 1.630], [-1.090, 1.282, -0.999]],
  "mulliken_charge": [-0.47, -0.49, -0.58, 0.06, 0.47, -0.24, -0.20, 0.38, 0.31, 0.34, 0.30, 0.36, 0.36, 0.41],
  "total_charge": 1,
  "lumo_ev": [-3.6, -9.5],
  "homo_ha": [-0.342, -0.653],
  "e_above_lowest_kj_mol": 618.2,
  "spin_multiplicity": 3,
  "e_tot_ev": -11621.300
}

{
  "formula": "C3H7FLuO2",
  "method": "ωB97M-V with the def2-TZVPD basis set",
  "elements": ["O", "Lu", "F", "C", "O", "C", "C", "H", "H", "H", "H", "H", "H", "H"],
  "positions_angstrom": [[-0.613, 1.117, 0.283], [1.389, 0.273, -0.090], [3.200, -0.408, -0.408], [-1.314, -1.777, -1.429], [-1.261, -0.903, -0.308], [-1.898, 0.362, -0.448], [-2.348, 0.945, 0.846], [-0.931, -2.748, -1.104], [-2.363, -1.866, -1.750], [-0.729, -1.372, -2.266], [-2.008, 0.572, 1.832], [-2.561, 0.313, -1.320], [-2.815, 1.575, -0.254], [-3.403, 0.709, 1.049]],
  "mulliken_charge": [-0.54, 2.06, -0.50, -0.82, -0.40, 0.52, -1.06, 0.29, 0.33, 0.43, 0.36, 0.48, 0.39, 0.46],
  "total_charge": 2,
  "lumo_ev": [-10.9, -11.8],
  "homo_ha": [-0.699, -0.694],
  "spin_multiplicity": 2,
  "e_tot_ev": -43631.515
}

Max |F| in eV Å⁻¹, matching the order above: 1.45, 3.94, 5.10, 4.35, 2.85, 0.93, 12.70, 7.73